The following is a quantum chemistry calculation of a 11-piece molecular cluster, C30H56Cl14N4 overall at a distorted geometry, from OMol25.

Properties
E_LUMO	0.0051	Eh
structure (SMILES)	CCCC#N.CCCC#N.CCCC#N.CCCC#N.ClCCCl.ClCCCl.ClCCCl.ClCCCl.ClCCCl.ClCCCl.ClCCCl
HOMO	-10.5	eV
net charge	0
DFT total energy	-213291.717	eV
gap between HOMO and LUMO	10.678	eV

The geometry in XYZ format:
```
104
Properties=species:S:1:pos:R:3:lowdin_charge:R:1
C -6.94 -0.38 -2.28 -0.097
C -5.44 -0.25 -2.48 -0.279
C -4.98 1.15 -2.32 -0.202
C -3.51 1.38 -2.28 -0.172
N -2.39 1.59 -2.28 0.186
H -7.29 -1.42 -2.34 0.082
H -7.43 0.12 -3.11 0.075
H -7.19 0.19 -1.38 0.076
H -5.23 -0.55 -3.50 0.119
H -4.91 -0.87 -1.76 0.118
H -5.16 1.49 -1.30 0.101
H -5.58 1.83 -2.93 0.135
C 4.29 1.90 2.64 -0.131
C 5.23 2.52 1.60 -0.225
C 4.64 2.70 0.17 -0.191
C 4.47 1.40 -0.37 -0.316
N 4.44 0.35 -0.86 0.171
H 3.87 0.96 2.29 0.044
H 3.48 2.51 3.05 0.043
H 4.89 1.61 3.50 0.074
H 6.00 1.75 1.56 0.107
H 5.68 3.38 2.11 0.107
H 5.40 3.18 -0.44 0.128
H 3.66 3.18 0.23 0.088
C 0.87 -1.48 -0.97 -0.103
C 0.25 -0.20 -1.59 -0.209
C -0.16 0.88 -0.51 -0.191
C 0.74 1.16 0.65 -0.184
N 1.36 1.37 1.58 0.188
H 0.14 -2.24 -0.68 0.050
H 1.40 -1.19 -0.06 0.037
H 1.56 -1.98 -1.64 0.023
H -0.62 -0.33 -2.23 0.085
H 1.02 0.27 -2.20 0.054
H -1.16 0.61 -0.17 0.063
H -0.31 1.80 -1.06 0.071
C -0.46 -4.61 -5.06 -0.123
C -0.55 -4.66 -3.56 -0.237
C -1.80 -5.51 -3.06 -0.162
C -3.04 -5.05 -3.69 -0.245
N -4.05 -4.73 -4.22 0.127
H 0.38 -3.96 -5.30 0.073
H -1.36 -4.21 -5.51 0.068
H -0.26 -5.53 -5.61 0.079
H -0.63 -3.64 -3.16 0.099
H 0.37 -5.09 -3.17 0.081
H -1.93 -5.47 -1.98 0.111
H -1.70 -6.54 -3.41 0.116
Cl 0.20 5.86 0.80 0.514
C 1.36 4.82 1.76 -0.604
C 0.82 4.65 3.21 -0.706
Cl 0.48 6.14 4.04 0.578
H 2.37 5.19 1.60 0.068
H 1.41 3.81 1.34 0.016
H 1.56 4.09 3.79 0.042
H -0.09 4.04 3.28 0.058
Cl 2.18 1.88 -6.63 0.632
C 1.61 2.36 -5.12 -0.734
C 2.58 1.80 -4.04 -0.599
Cl 2.48 2.82 -2.55 0.574
H 0.61 1.91 -5.11 0.063
H 1.48 3.44 -5.11 0.065
H 3.61 1.70 -4.39 0.062
H 2.30 0.80 -3.72 0.048
Cl -4.98 -2.66 4.55 0.563
C -3.99 -2.00 3.25 -0.666
C -3.72 -0.52 3.52 -0.660
Cl -2.50 0.09 2.40 0.591
H -4.75 -2.07 2.48 0.056
H -3.09 -2.61 3.22 0.042
H -3.19 -0.48 4.47 -0.001
H -4.63 0.08 3.60 0.083
Cl -4.15 3.79 2.72 0.500
C -3.38 3.63 1.10 -0.602
C -4.44 4.15 0.08 -0.611
Cl -4.89 5.94 0.31 0.481
H -3.09 2.58 0.99 0.021
H -2.50 4.27 1.13 0.037
H -5.34 3.54 0.02 0.055
H -4.00 4.02 -0.91 0.051
Cl 2.10 -0.01 6.08 0.557
C 1.17 1.46 5.68 -0.592
C -0.14 0.94 5.01 -0.617
Cl -1.05 -0.26 6.09 0.527
H 1.73 2.11 5.00 0.047
H 0.88 1.96 6.61 0.071
H 0.12 0.53 4.03 0.023
H -0.91 1.66 4.74 0.053
Cl 5.29 -6.63 -1.89 0.520
C 5.72 -4.92 -2.21 -0.646
C 4.76 -3.94 -1.46 -0.637
Cl 3.09 -4.29 -1.94 0.548
H 5.62 -4.70 -3.27 0.062
H 6.76 -4.72 -1.95 0.070
H 5.05 -2.92 -1.72 0.072
H 4.73 -4.08 -0.38 0.028
Cl 3.05 -3.28 1.94 0.551
C 2.28 -1.91 2.83 -0.601
C 0.95 -2.51 3.47 -0.703
Cl -0.21 -2.92 2.29 0.597
H 2.11 -1.05 2.19 0.027
H 2.91 -1.72 3.70 0.040
H 0.37 -1.84 4.10 0.007
H 1.20 -3.41 4.05 0.067
```